Entry 1:
Computed, not measured: a structure of composition C3H4N3 in a non-equilibrium geometry, with the ωB97M-V functional and the def2-TZVPD basis.

```
! RIJCOSX wB97M-V def2-TZVPD def2/J DEFGRID3
* xyz 1 1
C -0.529 -0.293 -1.917
C 0.177 0.053 0.003
C 0.229 0.226 1.490
N -0.150 1.279 -1.035
N -0.383 0.956 -2.209
N -0.099 -0.956 -0.811
H 1.199 -0.081 1.767
H -0.463 -0.425 1.872
H -0.004 1.224 1.590
H 0.023 -1.983 -0.749
*
```

The maximum force is 7.1 eV Å⁻¹. As for the HOMO-LUMO gap (spin up / spin down): 8.21 / 7.78 eV.

Löwdin charges in e: 0.08, -0.07, 0.07, 0.17, 0.10, 0.17, 0.10, 0.08, 0.08, 0.22

***

Entry 2:
Computed, not measured: a structure of composition C3H4N3 in a non-equilibrium geometry, with the ωB97M-V functional and the def2-TZVPD basis.

```
! RIJCOSX wB97M-V def2-TZVPD def2/J DEFGRID3
* xyz 1 1
C 2.101 0.657 0.196
C 2.257 -0.721 0.042
C -2.511 0.274 -0.009
N 0.966 -0.968 -0.059
N 0.966 1.265 0.234
N 0.274 0.166 0.096
H 3.066 -1.330 -0.235
H -2.069 0.846 -0.918
H -3.121 -0.590 -0.195
H -1.929 0.400 0.849
*
```

The maximum force is 4.7 eV Å⁻¹. As for the HOMO-LUMO gap (spin up / spin down): 6.45 / 6.45 eV.

Löwdin charges in e: 0.16, -0.06, 0.54, 0.05, 0.07, -0.09, 0.11, 0.12, 0.08, 0.02

***

Entry 3:
Computed, not measured: a cluster of 2 separate species, C3H4N3O in total in a non-equilibrium geometry, with the ωB97M-V functional and the def2-TZVPD basis.

```
! RIJCOSX wB97M-V def2-TZVPD def2/J DEFGRID3
* xyz 1 1
C -2.331 0.159 0.390
C -1.277 0.127 -0.444
C -0.213 -0.755 -0.423
N 2.918 -0.222 0.512
N 1.092 1.088 0.109
N 2.073 0.535 0.206
O 0.506 -1.579 -0.658
H -3.304 0.550 0.211
H -2.300 -0.309 1.307
H -1.034 0.698 -1.409
H 3.869 -0.291 0.200
*
```

The maximum force is 2.5 eV Å⁻¹. As for the HOMO-LUMO gap: 8.74 eV.

Löwdin charges in e: 0.20, -0.09, -0.10, 0.20, 0.21, -0.26, 0.35, 0.10, 0.08, 0.19, 0.12

***

Entry 4:
Computed, not measured: the ion C3H4N3O3S with charge -1 in a non-equilibrium geometry, with the ωB97M-V functional and the def2-TZVPD basis.

```
! RIJCOSX wB97M-V def2-TZVPD def2/J DEFGRID3
* xyz -1 1
C -1.508 -0.566 2.057
C -0.081 -0.269 0.148
C -0.314 1.855 -0.970
N -2.060 -0.981 2.960
N -1.035 0.060 1.062
N 0.218 0.515 -0.873
O 0.695 -2.823 0.773
O 1.161 -1.924 -1.422
O 2.242 -0.988 0.616
S 1.094 -1.662 0.052
H -1.224 1.903 -0.308
H 0.336 2.604 -0.535
H -0.402 2.241 -1.961
H 0.878 0.035 -1.599
*
```

The maximum force is 6.1 eV Å⁻¹. As for the SMILES: CN/C(=N/C#N)S(=O)(=O)[O-]. As for the HOMO-LUMO gap: 8.86 eV.

Löwdin charges in e: -0.47, -0.33, -0.08, 0.08, 0.08, -0.04, -0.32, -0.40, -0.34, 0.43, 0.09, 0.07, 0.06, 0.16

***

Repeat the third record exactly.
Computed, not measured: a cluster of 2 separate species, C3H4N3O in total in a non-equilibrium geometry, with the ωB97M-V functional and the def2-TZVPD basis.

```
! RIJCOSX wB97M-V def2-TZVPD def2/J DEFGRID3
* xyz 1 1
C -2.331 0.159 0.390
C -1.277 0.127 -0.444
C -0.213 -0.755 -0.423
N 2.918 -0.222 0.512
N 1.092 1.088 0.109
N 2.073 0.535 0.206
O 0.506 -1.579 -0.658
H -3.304 0.550 0.211
H -2.300 -0.309 1.307
H -1.034 0.698 -1.409
H 3.869 -0.291 0.200
*
```

The maximum force is 2.5 eV Å⁻¹. As for the HOMO-LUMO gap: 8.74 eV.

Löwdin charges in e: 0.20, -0.09, -0.10, 0.20, 0.21, -0.26, 0.35, 0.10, 0.08, 0.19, 0.12

***

- Look up the maximum force of the fourth one.
  6.1 eV Å⁻¹

***

Copy entry 2 word for word.
Computed, not measured: a structure of composition C3H4N3 in a non-equilibrium geometry, with the ωB97M-V functional and the def2-TZVPD basis.

```
! RIJCOSX wB97M-V def2-TZVPD def2/J DEFGRID3
* xyz 1 1
C 2.101 0.657 0.196
C 2.257 -0.721 0.042
C -2.511 0.274 -0.009
N 0.966 -0.968 -0.059
N 0.966 1.265 0.234
N 0.274 0.166 0.096
H 3.066 -1.330 -0.235
H -2.069 0.846 -0.918
H -3.121 -0.590 -0.195
H -1.929 0.400 0.849
*
```

The maximum force is 4.7 eV Å⁻¹. As for the HOMO-LUMO gap (spin up / spin down): 6.45 / 6.45 eV.

Löwdin charges in e: 0.16, -0.06, 0.54, 0.05, 0.07, -0.09, 0.11, 0.12, 0.08, 0.02

***

- Which of these has the lowest maximum force?
  C3H4N3O